Molecular formula: C32H65BaN11O8P2
Method: DFT, wB97M-V/def2-TZVPD

Output
LUMO level (spin up / spin down)	3.80 / 3.75	eV
largest force on an atom	5.32	eV/A
total charge	-2

Structure (XYZ):
```
119
Properties=species:S:1:pos:R:3:lowdin_charge:R:1
Ba 14.715 10.404 11.637 1.694
O 12.903 8.438 9.226 -0.127
C 14.002 7.594 8.921 -0.242
C 14.517 6.695 10.021 -0.149
N 15.395 7.183 11.140 -0.168
C 16.827 7.219 10.738 -0.116
C 17.117 8.370 9.768 -0.659
O 17.755 8.144 8.691 -0.057
O 16.652 9.500 10.191 -0.337
C 15.019 6.524 12.413 -0.122
C 13.619 7.025 12.769 -0.682
O 12.687 6.226 13.023 -0.042
O 13.606 8.319 12.815 -0.318
H 12.293 8.157 9.958 0.068
H 14.819 8.214 8.474 0.124
H 13.626 6.984 8.087 0.112
H 15.166 5.984 9.472 0.121
H 13.709 6.090 10.462 0.124
H 17.174 6.254 10.361 0.110
H 17.481 7.447 11.610 0.109
H 15.706 6.833 13.237 0.125
H 15.003 5.417 12.310 0.117
C 17.143 12.749 8.511 -0.092
N 17.197 13.303 9.869 -0.290
C 18.409 13.002 10.642 -0.087
P 16.113 14.365 10.516 0.528
O 15.467 13.935 11.793 -0.298
O 14.944 14.495 9.324 -0.302
P 13.582 13.653 9.378 0.522
O 13.668 12.479 10.268 -0.474
N 13.361 13.334 7.748 -0.296
C 12.513 12.209 7.415 -0.131
C 13.922 14.092 6.633 -0.213
N 12.386 14.753 9.935 -0.292
C 11.915 15.890 9.192 -0.260
C 11.594 14.420 11.106 -0.129
N 16.550 15.955 10.468 -0.306
C 16.392 16.991 11.493 -0.127
C 17.066 16.710 9.378 -0.209
H 18.145 12.688 8.047 0.085
H 16.476 13.380 7.870 0.062
H 16.741 11.705 8.477 0.088
H 19.094 13.871 10.630 0.080
H 18.887 12.072 10.258 0.103
H 18.127 12.829 11.676 0.074
H 12.721 11.400 8.129 0.066
H 12.731 11.858 6.394 0.076
H 11.424 12.442 7.489 0.063
H 14.865 14.560 6.985 0.054
H 13.259 14.890 6.252 0.032
H 14.210 13.428 5.825 0.057
H 12.098 15.765 8.113 0.039
H 12.363 16.854 9.534 0.047
H 10.811 16.015 9.376 0.054
H 11.374 13.350 11.124 0.049
H 10.649 14.995 11.126 0.073
H 12.174 14.633 12.019 0.078
H 16.038 16.553 12.415 0.073
H 15.711 17.761 11.053 0.077
H 17.330 17.566 11.608 0.073
H 17.290 15.976 8.605 0.070
H 17.970 17.263 9.621 0.070
H 16.314 17.391 8.939 0.066
N 12.094 11.364 14.009 0.033
H 11.240 11.465 13.449 -0.019
H 12.239 12.291 14.421 0.014
H 11.826 10.716 14.769 0.030
C 9.649 8.565 9.361 -0.172
N 8.219 8.533 9.716 -0.089
C 8.093 7.787 10.951 -0.204
N 8.840 8.348 12.077 -0.090
C 10.232 8.436 11.712 -0.177
N 10.451 9.167 10.443 -0.098
C 9.975 10.545 10.676 -0.155
N 8.562 10.540 11.105 -0.090
C 7.772 9.936 10.033 -0.178
C 8.388 9.717 12.299 -0.188
H 9.758 9.189 8.445 0.130
H 10.009 7.553 9.165 0.123
H 8.449 6.770 10.776 0.125
H 7.042 7.776 11.233 0.114
H 10.638 7.420 11.632 0.127
H 10.778 8.936 12.500 0.113
H 10.076 11.096 9.729 0.120
H 10.611 11.008 11.478 0.111
H 7.868 10.512 9.125 0.105
H 6.735 9.880 10.316 0.107
H 7.295 9.692 12.519 0.126
H 8.954 10.129 13.148 0.121
C 14.603 10.298 16.500 -0.083
C 15.698 11.315 16.755 -0.442
C 15.218 12.617 16.096 -0.079
C 17.042 10.907 16.352 -0.165
C 18.042 11.094 17.322 -0.111
C 19.323 10.678 17.096 -0.163
C 19.615 10.081 15.854 -0.108
C 18.690 9.953 14.852 -0.182
C 19.133 9.209 13.609 -0.410
C 20.581 9.567 13.245 -0.097
C 19.065 7.724 13.917 -0.093
C 17.255 10.372 14.932 -0.335
N 16.434 10.302 13.975 0.039
H 13.666 10.774 16.852 0.068
H 14.727 9.379 17.075 0.077
H 14.486 10.070 15.437 0.050
H 15.883 11.490 17.819 0.107
H 15.068 12.425 15.020 0.063
H 15.922 13.460 16.205 0.077
H 14.240 12.983 16.482 0.067
H 17.688 11.607 18.240 0.104
H 20.074 10.723 17.898 0.074
H 20.599 9.658 15.684 0.089
H 18.372 9.504 12.848 0.116
H 21.292 8.991 13.891 0.072
H 20.773 10.656 13.361 0.084
H 20.768 9.266 12.187 0.077
H 19.673 7.523 14.806 0.073
H 19.501 7.101 13.102 0.077
H 18.032 7.362 14.112 0.079
```